1.
# C9H11NO

An isolated molecule of C9H11NO (ωB97M-V with the def2-TZVPD basis set, the Open Molecules 2025 dataset).

Atoms and positions in Å:
1 C -3.2245 -0.1589 0.0455
2 C -1.3511 1.3963 -0.5705
3 C -0.9065 -0.9559 0.3054
4 C 0.5411 -0.5990 0.2038
5 C 1.1531 0.1437 1.2268
6 C 2.5928 0.3516 1.1184
7 C 3.3300 0.0419 0.0104
8 C 2.7049 -0.6819 -1.0014
9 C 1.3034 -1.0180 -0.9589
10 H -3.6234 -0.0603 -0.9548
11 H -3.8079 0.5460 0.7459
12 H -3.3956 -1.0962 0.6151
13 H -2.1029 1.4692 -1.5338
14 H -0.4580 1.4218 -0.8810
15 H -1.3980 2.0190 0.0604
16 H 0.5622 0.4317 2.0572
17 H 2.8747 1.0299 2.1463
18 H 4.2847 0.1385 -0.0132
19 H 3.3446 -0.9280 -1.8069
20 H 0.7148 -1.6793 -1.4355
21 N -1.7915 0.1533 -0.0894
22 O -1.3472 -1.9653 0.7100

Its charge is 0. As for the LUMO energy: 0.8 eV. The energy comes out at -13044.99299 eV. As for the SMILES: CN(C)C(=O)c1ccccc1. As for the HOMO energy: -8.91 eV. For the HOMO-LUMO gap, the calculation gives 9.733 eV. The energy above the lowest of the compared OMol25 structures with the same formula, charge and spin is 393.8 kJ/mol.

Atomic partial charges in e from the Löwdin method, atoms 1 to 6: number 1, C, carries -0.06; number 2, C, carries -0.04; number 3, C, carries -0.42; number 4, C, carries -0.15; number 5, C, carries -0.02; number 6, C, carries -0.07



2.
# C11H9ClN4O5

A 2-piece molecular cluster, C11H9ClN4O5 overall (ωB97M-V with the def2-TZVPD basis set, the Open Molecules 2025 dataset).

Atoms and positions in Å:
1 N 2.0481 -0.8000 1.9468
2 C 2.1631 -0.5182 0.5065
3 N 0.8590 -0.4959 -0.1837
4 C 0.4825 0.8503 -0.5098
5 O 0.9796 1.4368 -1.4227
6 C -0.6206 1.2493 0.4698
7 C -1.1448 2.4776 0.7883
8 C -2.1356 2.4906 1.7681
9 Cl -2.8359 4.0335 2.2298
10 C -2.5887 1.3161 2.3533
11 C -2.0551 0.0802 1.9810
12 N -2.5576 -1.1365 2.5808
13 C -3.7201 -1.2819 2.1967
14 O -4.7765 -1.4471 1.7258
15 C -1.0424 0.0309 1.0419
16 C -0.2389 -1.1390 0.4630
17 O -0.5084 -2.2928 0.5231
18 H 3.0035 -0.7749 2.3000
19 H 1.6154 0.0116 2.3899
20 H 2.5965 0.4950 0.3863
21 H 2.8900 -1.2050 0.0476
22 H -0.7756 3.3650 0.2775
23 H -3.3700 1.4048 3.1106
24 C 1.4265 -0.5635 -3.8670
25 N 1.8958 -1.9725 -3.7829
26 O 1.4580 -2.7613 -4.5931
27 O 2.6890 -2.2325 -2.9026
28 H 0.7284 -0.4777 -4.6929
29 H 0.9447 -0.3232 -2.9267
30 H 2.2988 0.0625 -4.0309

Its charge is 0. As for the LUMO energy: -0.8 eV. The energy comes out at -40269.94304 eV. As for the SMILES: NCN1C(=O)c2cc(Cl)cc(N=C=O)c2C1=O.C[N+](=O)[O-]. As for the HOMO energy: -10.10 eV. For the HOMO-LUMO gap, the calculation gives 9.276 eV. The energy above the lowest of the compared OMol25 structures with the same formula, charge and spin is 0.0 kJ/mol.

Atomic partial charges in e from the Löwdin method, atoms 1 to 6: number 1, N, carries 0.04; number 2, C, carries -0.20; number 3, N, carries 0.04; number 4, C, carries -0.36; number 5, O, carries 0.14; number 6, C, carries -0.06



3.
# C25H35N5O2S

C25H35N5O2S as an isolated structure (ωB97M-V with the def2-TZVPD basis set, the Open Molecules 2025 dataset).

Atoms and positions in Å:
1 C 3.6597 5.6007 0.4120
2 C 3.7545 4.4316 -0.7594
3 C 3.4737 2.9961 -0.1720
4 N 2.1018 3.1140 0.3422
5 C 1.9029 2.0858 1.0892
6 C 0.5194 2.2568 1.9798
7 N -0.5921 2.2615 1.0415
8 C -0.1801 3.1914 -0.0374
9 C 1.1901 3.1095 -0.6736
10 H 1.1764 3.9049 -1.3557
11 H 1.2959 2.1062 -1.0482
12 H -0.8819 3.1945 -0.7311
13 H -0.4120 4.2208 0.3668
14 C -1.7626 1.9869 1.6042
15 C -2.0427 0.6554 2.0120
16 C -1.6161 -0.3812 1.3498
17 N -1.9603 -0.2089 -0.2021
18 C -2.8175 -0.8406 -0.8043
19 O -3.3744 -1.9485 -0.3682
20 C -2.9391 -0.3961 -2.1537
21 H -3.6475 0.3537 -2.3333
22 C -3.2778 -1.4721 -3.0255
23 H -4.0097 -2.2163 -2.6121
24 C -2.1415 -2.3710 -3.4043
25 N -1.2937 -3.1496 -2.4855
26 N -2.2714 -4.1282 -1.9123
27 C -2.1084 -4.4936 -0.8641
28 C -0.7699 -4.1775 0.0497
29 C -0.1487 -2.9437 -0.4445
30 C 0.8916 -2.6831 0.3778
31 C 2.0708 -1.7964 0.1824
32 C 2.9923 -1.5351 1.0300
33 C 2.8943 -2.3506 2.3481
34 C 1.8503 -3.1880 2.4300
35 C 0.9300 -3.3885 1.4988
36 S -0.2532 -4.7244 1.6969
37 H 1.9780 -3.9096 3.2804
38 H 3.5122 -2.1135 3.2963
39 H 3.7382 -0.8249 1.0477
40 H 2.0634 -1.0949 -0.5859
41 C -0.6270 -2.4462 -1.7142
42 O 0.1111 -1.3677 -2.0597
43 C -2.8327 -5.5691 -0.2371
44 H -3.4805 -5.2231 0.5662
45 H -2.0860 -6.4735 0.0444
46 H -3.6399 -6.0930 -1.0925
47 H -1.4557 -1.8527 -4.0853
48 H -2.6005 -3.2809 -4.3211
49 H -3.6291 -1.2409 -4.1773
50 H -1.9219 0.1505 -2.5239
51 H -1.1909 0.4038 -0.5877
52 H -0.4309 -0.6169 1.3851
53 H -2.0301 -1.6290 1.4612
54 H -1.8323 0.5635 3.1484
55 H -3.3585 0.5168 2.2442
56 H -2.5667 2.1882 0.9308
57 H -1.9444 2.8528 2.2070
58 H 0.4677 1.4072 2.7363
59 H 0.5676 3.0417 2.6145
60 H 2.4862 2.0311 2.2933
61 H 1.9877 1.0386 0.6873
62 H 4.0950 2.9155 0.6835
63 H 3.6071 2.3651 -1.0289
64 H 3.1607 4.9818 -1.4708
65 H 4.7423 4.5576 -1.1582
66 H 2.6419 5.6331 0.7554
67 H 4.3397 5.4813 1.1352
68 H 3.9254 6.5309 0.1015

Its charge is 0. As for the LUMO energy: -0.2 eV. The energy comes out at -48857.21582 eV. As for the HOMO energy: -8.19 eV. For the HOMO-LUMO gap, the calculation gives 8.040 eV. The energy above the lowest of the compared OMol25 structures with the same formula, charge and spin is 1759.2 kJ/mol.

Atomic partial charges in e from the Löwdin method, atoms 1 to 6: number 1, C, carries -0.06; number 2, C, carries -0.16; number 3, C, carries -0.13; number 4, N, carries -0.23; number 5, C, carries -0.24; number 6, C, carries -0.12



4.
# C5H10N2O

C5H10N2O as an isolated structure (ωB97M-V with the def2-TZVPD basis set, the Open Molecules 2025 dataset).

Atoms and positions in Å:
1 C 0.8131 -0.6414 -0.5992
2 C -2.6243 0.2540 -0.2226
3 N 2.6036 0.0473 -0.7932
4 C -1.4630 -0.5976 0.1918
5 C 0.2945 0.3681 0.1806
6 C 0.4242 1.5249 0.7658
7 O 3.4806 -0.2449 0.3092
8 N -1.4830 -1.7232 0.7314
9 H 3.9608 -1.0377 0.0403
10 H 2.6398 1.0687 -0.7630
11 H -2.4145 -2.1483 0.8336
12 H 0.5546 -0.6717 -1.6537
13 H 0.9532 -1.6044 -0.1167
14 H -2.6249 1.2010 0.3190
15 H -2.5528 0.4885 -1.2858
16 H -3.5805 -0.2459 -0.0302
17 H 1.4321 1.8995 0.9082
18 H -0.4135 2.0630 1.1846

Its charge is 0. As for the LUMO energy (alpha / beta): 0.8 / 0.8 eV. The energy comes out at -10368.30730 eV. As for the HOMO energy (alpha / beta): -7.62 / -7.62 eV. For the HOMO-LUMO gap (alpha / beta), the calculation gives 8.428 / 8.427 eV. The energy above the lowest of the compared OMol25 structures with the same formula, charge and spin is 675.2 kJ/mol.

Atomic partial charges in e from the Löwdin method, atoms 1 to 6: number 1, C, carries -0.06; number 2, C, carries -0.07; number 3, N, carries -0.09; number 4, C, carries -0.30; number 5, C, carries -0.22; number 6, C, carries 0.04



5.
# C23H26N6O2

An isolated molecule of C23H26N6O2 (ωB97M-V with the def2-TZVPD basis set, the Open Molecules 2025 dataset).

Atoms and positions in Å:
1 O -0.3265 -1.1102 0.3922
2 C 0.8178 -1.2027 -0.0455
3 N 1.3294 -2.4007 -0.3939
4 C 2.6766 -2.6987 -0.8204
5 H 2.6296 -3.2101 -1.7896
6 C 3.3249 -3.6305 0.2111
7 H 3.4299 -3.0906 1.1639
8 O 2.5642 -4.8031 0.4002
9 C 1.2569 -4.4959 0.8292
10 H 1.2914 -3.9859 1.8041
11 C 0.5407 -3.5982 -0.1838
12 H 0.4404 -4.1280 -1.1375
13 H -0.4436 -3.3012 0.1803
14 H 0.7378 -5.4497 0.9371
15 H 4.3078 -3.9574 -0.1309
16 H 3.2528 -1.7784 -0.9004
17 C 1.6315 0.0163 -0.2348
18 C 1.1008 1.2823 -0.4425
19 N 2.1701 2.1228 -0.5087
20 C 2.2333 3.4652 -0.6812
21 C 3.4497 4.0722 -0.6973
22 C 4.6320 3.3154 -0.5318
23 C 4.5685 1.9645 -0.3451
24 C 3.3106 1.3422 -0.3297
25 N 2.9885 0.0734 -0.1698
26 H 5.4455 1.3546 -0.2075
27 H 5.5856 3.8192 -0.5486
28 H 3.5117 5.1394 -0.8332
29 H 1.2911 3.9816 -0.7735
30 C -0.2985 1.7413 -0.6553
31 N -0.6470 2.8397 0.2429
32 H -1.5998 3.1310 0.0321
33 C -0.5359 2.5386 1.6579
34 C -1.3831 1.3756 2.2011
35 H -1.0847 0.4446 1.7159
36 H -1.1737 1.2831 3.2682
37 C -2.8912 1.5816 2.0140
38 N -3.3243 1.2909 0.6753
39 C -3.4736 0.0730 0.0938
40 C -3.3343 -1.2206 0.5925
41 C -3.5544 -2.2535 -0.2853
42 C -3.9093 -2.0267 -1.6240
43 C -4.0574 -0.7567 -2.1225
44 C -3.8371 0.3165 -1.2551
45 C -3.8631 1.7287 -1.3524
46 N -3.5530 2.2775 -0.2023
47 H -4.0922 2.3412 -2.2021
48 H -4.3315 -0.5819 -3.1524
49 H -4.0672 -2.8782 -2.2702
50 H -3.4511 -3.2728 0.0577
51 H -3.0501 -1.4011 1.6165
52 H -3.1645 2.6202 2.2211
53 H -3.4389 0.9277 2.7000
54 H 0.5164 2.3199 1.8706
55 H -0.8010 3.4579 2.1901
56 H -0.3982 2.1311 -1.6774
57 H -0.9502 0.8634 -0.5634

Its charge is 0. As for the LUMO energy: 0.6 eV. The energy comes out at -37308.87951 eV. As for the SMILES: O=C(c1nc2ccccn2c1CNCCCn1ncc2ccccc21)N1CCOCC1. As for the HOMO energy: -8.09 eV. For the HOMO-LUMO gap, the calculation gives 8.647 eV. The energy above the lowest of the compared OMol25 structures with the same formula, charge and spin is 64.1 kJ/mol.

Atomic partial charges in e from the Löwdin method, atoms 1 to 6: number 1, O, carries 0.03; number 2, C, carries -0.36; number 3, N, carries -0.03; number 4, C, carries -0.12; number 5, H, carries 0.13; number 6, C, carries -0.18



Q: Which formula does entry 4 have?
A: C5H10N2O